This record from OMol25 describes a structure of composition C19H39BCrF4O13 in a non-equilibrium geometry. The level of theory is the ωB97M-V functional and the def2-TZVPD basis.

net charge	0
energy relative to the best compared isomer or geometry (same formula, charge and spin)	36.68	kcal per mole
2S+1	5
gap between HOMO and LUMO (alpha / beta)	7.986 / 8.489	eV

Last column: Löwdin charge in e.
Geometry (Å):
Cr (-0.05994, 0.05561, -0.38313)  0.84
C (-2.22975, 2.69425, 1.86145)  -0.06
C (-2.69253, 1.39453, 1.29417)  -0.66
C (-4.14477, 1.41064, 0.93672)  -0.06
O (-1.98990, 0.75224, 0.31155)  -0.30
H (-2.30391, 3.51141, 1.14392)  0.07
H (-1.16259, 2.71945, 2.08198)  0.07
H (-2.84507, 2.97109, 2.71751)  0.08
H (-2.68875, 0.77215, 2.18900)  0.11
H (-4.44609, 0.48420, 0.44783)  0.06
H (-4.25845, 2.24831, 0.24862)  0.08
H (-4.75921, 1.52617, 1.82959)  0.08
B (2.75521, -1.59772, -0.78827)  -1.27
F (3.49184, -1.96335, -1.91076)  0.13
F (2.37552, -2.72170, 0.04252)  0.07
F (3.49982, -0.68731, -0.08654)  0.16
F (1.56082, -1.00869, -1.21037)  0.08
C (0.44181, -4.41548, -2.14335)  -0.04
C (0.01023, -3.42039, -3.24085)  -0.18
O (-1.32587, -3.09818, -3.06191)  0.08
C (-1.70901, -2.05844, -2.38927)  -0.54
O (-1.09221, -1.37335, -1.56990)  0.05
O (-2.92559, -1.77423, -2.81510)  0.05
C (-3.66795, -0.78711, -2.15364)  -0.04
H (0.57795, -4.13017, -1.10020)  0.07
H (1.48471, -4.68992, -2.30194)  0.08
H (-0.09792, -5.36234, -2.15932)  0.08
H (0.11712, -3.90866, -4.20949)  0.13
H (0.66681, -2.55073, -3.26737)  0.12
H (-3.88945, -1.12639, -1.14175)  0.09
H (-4.64543, -0.52621, -2.55930)  0.10
H (-3.13771, 0.14377, -1.95262)  0.08
C (2.51869, 1.52976, -5.40187)  -0.07
C (1.62266, 1.08990, -4.34159)  -0.23
O (0.64422, 2.10337, -4.15043)  0.06
C (-0.15747, 2.07321, -3.08198)  -0.50
O (0.00484, 1.29006, -2.13321)  0.04
O (-1.00863, 3.07295, -3.13686)  0.03
C (-1.96476, 3.33104, -2.13894)  -0.02
H (2.04394, 2.07244, -6.21930)  0.09
H (2.93770, 0.69806, -5.96827)  0.09
H (3.29709, 2.14338, -4.94837)  0.09
H (2.25897, 1.14688, -3.45844)  0.13
H (1.27777, 0.06070, -4.44107)  0.14
H (-2.83805, 3.74210, -2.64540)  0.11
H (-1.42948, 3.98987, -1.45519)  0.09
H (-2.32718, 2.47058, -1.57649)  0.08
C (3.82885, 0.94308, 3.99333)  -0.06
C (2.65541, 0.81135, 2.99079)  -0.17
O (2.49347, 2.12695, 2.46996)  0.05
C (1.73786, 2.36692, 1.38443)  -0.49
O (1.21991, 1.53670, 0.60820)  0.05
O (2.01605, 3.60150, 0.99875)  0.03
C (1.43615, 4.14238, -0.19732)  -0.01
H (4.74132, 1.31944, 3.53088)  0.08
H (4.06814, -0.04142, 4.39533)  0.07
H (3.68248, 1.67134, 4.79102)  0.08
H (1.85042, 0.52963, 3.66955)  0.12
H (2.91131, 0.14118, 2.17013)  0.13
H (1.54296, 5.22642, -0.23674)  0.10
H (0.35782, 3.98391, -0.21083)  0.08
H (1.88027, 3.71244, -1.09511)  0.10
C (1.57968, -2.41245, 5.53013)  -0.03
C (0.37864, -2.70939, 4.53905)  -0.17
O (0.51842, -1.90862, 3.34978)  0.03
C (-0.20805, -1.94824, 2.23638)  -0.43
O (0.12041, -1.30872, 1.22423)  0.06
O (-1.43736, -2.55356, 2.49715)  -0.02
C (-2.40492, -2.51661, 1.47765)  -0.03
H (1.17608, -2.78996, 6.46965)  0.07
H (1.86868, -1.36149, 5.53775)  0.06
H (2.42298, -2.99606, 5.16089)  0.07
H (-0.50732, -2.42024, 5.10435)  0.11
H (0.27187, -3.74248, 4.20824)  0.13
H (-3.11678, -3.25683, 1.84292)  0.10
H (-1.98643, -2.90431, 0.54886)  0.10
H (-2.88864, -1.54027, 1.44791)  0.09

---

This record from OMol25 describes a structure of composition C48H66FKN2O4PS in a non-equilibrium geometry. The level of theory is the ωB97M-V functional and the def2-TZVPD basis.

net charge	-2
energy relative to the best compared isomer or geometry (same formula, charge and spin)	0.00	kcal per mole
2S+1	2
gap between HOMO and LUMO (alpha / beta)	3.069 / 4.278	eV

Last column: Löwdin charge in e.
Geometry (Å):
K (14.43406, 13.76630, 12.85486)  0.60
O (14.79136, 12.43484, 15.12577)  -0.28
N (14.56116, 12.68838, 16.37683)  -0.24
C (15.09605, 11.77429, 17.23634)  -0.05
C (14.98385, 11.97129, 18.56836)  -0.11
C (14.25628, 13.06702, 19.03314)  -0.11
C (13.75270, 13.99713, 18.14295)  -0.11
C (13.94762, 13.86846, 16.75030)  -0.73
S (13.53060, 15.04020, 15.60039)  0.55
H (15.58543, 10.93004, 16.79214)  0.13
H (15.39477, 11.23344, 19.25564)  0.10
H (14.10542, 13.26018, 20.08822)  0.09
H (13.24969, 14.88166, 18.48825)  0.09
C (16.40858, 17.57505, 9.91443)  -0.07
C (15.77795, 16.77057, 11.04920)  -0.38
C (15.65273, 17.61455, 12.32407)  -0.08
C (14.43888, 16.19417, 10.59899)  -0.23
C (14.39090, 15.04810, 9.80485)  -0.02
C (13.19606, 14.38302, 9.50992)  -0.12
C (13.38331, 13.17750, 8.59228)  -0.35
C (13.48789, 13.59488, 7.09926)  -0.05
C (12.37153, 12.04733, 8.74209)  -0.07
C (11.98367, 14.90985, 10.00153)  -0.07
C (12.01734, 16.12044, 10.73277)  -0.12
C (13.23314, 16.71210, 11.01596)  -0.01
C (10.73947, 16.88262, 11.06805)  -0.36
C (10.81667, 17.72142, 12.35616)  -0.08
C (10.38551, 17.79174, 9.88412)  -0.05
C (10.66010, 14.26124, 9.69800)  -0.23
C (10.18778, 14.59132, 8.43196)  -0.12
C (8.91678, 14.21292, 7.94363)  -0.14
C (8.09595, 13.49706, 8.83877)  -0.16
C (8.53011, 13.13239, 10.08987)  -0.16
C (9.86542, 13.40182, 10.57462)  -0.35
P (10.50652, 12.53292, 12.02968)  1.17
C (9.87631, 10.69117, 11.99544)  -0.67
C (10.18668, 10.17788, 10.59522)  -0.11
C (8.40964, 10.44813, 12.36134)  -0.10
C (10.73098, 9.92107, 12.95882)  -0.14
C (9.66928, 13.34407, 13.57883)  -0.68
C (8.17969, 13.59268, 13.48144)  -0.10
C (10.34676, 14.69669, 13.66880)  -0.15
C (9.99786, 12.55854, 14.84060)  -0.11
H (17.33593, 18.07542, 10.26329)  0.08
H (15.74464, 18.38985, 9.59582)  0.08
H (16.62646, 16.89758, 9.10481)  0.07
H (16.44910, 15.92320, 11.27907)  0.14
H (15.15253, 18.56211, 12.13149)  0.07
H (16.64829, 17.85084, 12.71074)  0.06
H (15.12843, 17.08389, 13.14168)  0.08
H (15.33757, 14.60846, 9.49406)  0.11
H (14.34871, 12.75535, 8.87821)  0.12
H (12.52085, 14.00140, 6.80122)  0.06
H (13.69352, 12.69085, 6.49065)  0.08
H (14.27687, 14.31972, 6.90203)  0.07
H (11.47999, 12.21483, 8.11262)  0.09
H (11.99941, 12.04417, 9.75946)  0.02
H (12.80488, 11.07545, 8.46674)  0.09
H (13.22590, 17.57166, 11.67877)  0.10
H (9.91708, 16.20022, 11.16116)  0.11
H (11.40809, 18.61840, 12.20088)  0.07
H (11.26991, 17.18254, 13.18452)  0.07
H (9.79637, 18.04158, 12.64639)  0.09
H (11.23964, 18.42604, 9.62159)  0.08
H (9.55668, 18.46940, 10.13462)  0.08
H (10.07447, 17.22992, 9.01998)  0.06
H (10.78168, 15.27814, 7.83685)  0.10
H (8.59682, 14.47691, 6.93919)  0.06
H (7.08304, 13.24676, 8.62958)  0.07
H (7.78474, 12.65028, 10.70624)  0.06
H (9.63907, 10.71911, 9.83853)  0.07
H (9.98013, 9.09351, 10.50747)  0.09
H (11.23935, 10.28630, 10.40475)  0.05
H (7.72153, 10.98085, 11.71993)  0.05
H (8.21607, 10.71646, 13.41336)  0.06
H (8.18964, 9.34679, 12.28184)  0.09
H (11.80185, 10.02887, 12.79458)  0.05
H (10.52664, 8.84300, 12.89706)  0.09
H (10.55150, 10.22644, 13.99459)  0.05
H (7.98444, 14.11092, 12.55151)  0.06
H (7.89743, 14.25200, 14.32548)  0.08
H (7.55635, 12.70414, 13.49717)  0.06
H (10.08044, 15.26400, 12.79530)  0.04
H (11.43468, 14.61718, 13.71540)  0.03
H (10.00647, 15.25189, 14.56028)  0.09
H (9.35991, 11.70347, 14.98459)  0.05
H (9.85076, 13.18680, 15.72685)  0.08
H (11.05425, 12.20318, 14.85613)  0.08
O (13.08047, 10.27486, 15.05812)  -0.08
H (13.49353, 11.07288, 14.66206)  0.01
H (12.82646, 10.59574, 15.93525)  0.03
O (13.69272, 11.58512, 12.16064)  -0.20
H (13.92047, 10.72636, 11.79691)  0.03
H (12.75117, 11.70966, 11.95052)  -0.06
O (18.06785, 15.23898, 15.87365)  0.03
C (17.90841, 15.92185, 14.99579)  0.01
N (15.85596, 9.37212, 13.20720)  0.13
C (15.13972, 8.58478, 12.33615)  -0.35
C (15.50848, 8.60072, 10.96271)  -0.03
C (14.80738, 7.82394, 10.05131)  -0.10
C (13.72326, 7.07241, 10.49722)  -0.14
C (13.36330, 7.04920, 11.82898)  -0.11
C (14.08178, 7.78891, 12.76176)  -0.05
H (15.35314, 9.64420, 14.05143)  0.08
H (16.37949, 10.10286, 12.76185)  0.05
H (16.28325, 9.28231, 10.66240)  0.10
H (15.08185, 7.80076, 8.99908)  0.10
H (13.20600, 6.43599, 9.79871)  0.08
H (12.54104, 6.43739, 12.13458)  0.09
H (13.76228, 7.81935, 13.79436)  0.10
F (21.22494, 10.93754, 7.92590)  -0.02
C (20.18584, 11.18189, 8.76132)  -0.34
C (20.22422, 10.71625, 10.08359)  -0.07
C (19.19178, 11.03756, 10.96378)  -0.09
C (18.08234, 11.85737, 10.57917)  -0.40
C (17.08290, 12.26395, 11.46217)  -0.10
C (18.07407, 12.26564, 9.22206)  -0.10
C (19.09272, 11.95795, 8.34833)  -0.07
H (21.02960, 10.05290, 10.39424)  0.09
H (19.25408, 10.65649, 11.99176)  0.09
H (16.29572, 12.90688, 11.07402)  -0.02
H (17.14212, 12.06112, 12.51849)  0.01
H (17.26349, 12.89826, 8.87706)  0.08
H (19.06846, 12.31674, 7.31285)  0.10

---

This record from OMol25 describes a cluster of 12 separate species, C20H64N6O12 in total in a non-equilibrium geometry. The level of theory is the ωB97M-V functional and the def2-TZVPD basis.

net charge	0
energy relative to the best compared isomer or geometry (same formula, charge and spin)	13.92	kcal per mole
SMILES	NC(N)=O.NC(N)=O.NC(N)=O.CCO.CCO.CCO.CCO.CCO.CCO.CCO.CCO.CO
gap between HOMO and LUMO	9.176	eV

Last column: Löwdin charge in e.
Geometry (Å):
N (0.95843, 4.26260, -0.27618)  0.16
C (1.09743, 2.96560, -0.12918)  -0.61
N (0.46343, 2.21160, -0.91818)  0.23
O (1.76343, 2.44160, 0.98982)  -0.11
H (1.55043, 4.81960, 0.39682)  0.17
H (0.54843, 4.54060, -1.19918)  0.16
H (0.53543, 1.18460, -0.77818)  0.09
H (-0.08457, 2.50760, -1.69518)  0.08
N (-2.04557, -1.77540, 5.01482)  0.18
C (-1.20557, -1.17040, 4.20882)  -0.66
N (-1.73057, -0.37140, 3.41282)  0.12
O (0.11943, -1.59940, 4.13382)  -0.09
H (-1.81357, -2.73040, 5.27282)  0.13
H (-3.01557, -1.53340, 5.07482)  0.11
H (-0.99757, 0.25460, 2.89582)  0.15
H (-2.63957, 0.14560, 3.59082)  0.19
N (-3.88457, -2.08140, -0.25818)  0.15
C (-3.39857, -1.37040, 0.69182)  -0.72
N (-3.02557, -1.87140, 1.75782)  0.19
O (-3.21657, -0.07440, 0.39582)  -0.10
H (-4.31557, -1.70440, -1.15418)  0.17
H (-4.09857, -3.06440, -0.13318)  0.13
H (-2.41557, -1.31240, 2.53382)  0.08
H (-3.10957, -2.80340, 2.09682)  0.11
C (-1.47957, -2.84440, -4.17318)  -0.09
C (-1.36257, -2.31640, -2.72118)  -0.36
O (-2.00757, -3.26240, -1.96718)  -0.10
H (-0.87457, -3.77240, -4.21318)  0.09
H (-1.31257, -2.00840, -4.91918)  0.08
H (-2.45357, -3.15040, -4.41518)  0.04
H (-1.92057, -1.31440, -2.71318)  0.12
H (-0.30757, -2.12640, -2.49718)  0.08
H (-2.62157, -2.80640, -1.33818)  0.04
C (4.73043, 2.93260, 0.04382)  -0.08
C (4.38043, 1.67860, -0.73918)  -0.25
O (3.70643, 2.12860, -1.92618)  -0.11
H (3.94343, 3.41360, 0.67582)  0.07
H (4.98643, 3.81360, -0.45318)  0.05
H (5.58343, 2.76760, 0.70782)  0.07
H (3.83443, 0.87960, -0.17218)  0.10
H (5.22543, 1.15660, -1.18318)  0.11
H (2.76443, 2.31760, -1.71018)  0.08
C (-3.60557, 3.47660, 1.15482)  -0.08
C (-2.13657, 3.09560, 1.07482)  -0.28
O (-1.22957, 4.14060, 1.47582)  -0.10
H (-4.15457, 2.62560, 0.71882)  0.06
H (-3.99357, 4.27860, 0.53482)  0.07
H (-4.05157, 3.59660, 2.16582)  0.08
H (-1.87757, 2.92960, 0.07582)  0.07
H (-1.91457, 2.30260, 1.76882)  0.09
H (-0.40657, 4.05260, 1.00782)  -0.01
C (-0.30457, 1.84460, 5.00582)  -0.08
C (0.61443, 2.07160, 3.83882)  -0.32
O (0.77543, 1.09960, 2.88582)  -0.12
H (-0.04857, 1.10260, 5.78382)  0.09
H (-1.30157, 1.59960, 4.77882)  0.03
H (-0.35757, 2.74460, 5.61482)  0.08
H (1.64843, 2.08560, 4.18482)  0.12
H (0.48243, 3.07960, 3.25582)  0.14
H (1.15243, 1.43260, 2.10282)  -0.03
C (1.20743, -0.95540, -4.36618)  -0.07
C (2.56543, -0.55340, -3.74918)  -0.29
O (3.03243, 0.74560, -4.11718)  -0.11
H (0.96743, -2.00540, -4.15418)  0.06
H (1.40143, -0.94040, -5.39018)  0.05
H (0.41843, -0.23340, -4.12018)  0.07
H (3.30343, -1.28540, -4.20918)  0.13
H (2.48043, -0.41240, -2.71918)  0.06
H (3.56843, 1.20060, -3.45418)  0.03
C (2.86743, -1.11740, 1.69182)  -0.05
C (3.65843, -1.82840, 0.63082)  -0.27
O (2.83043, -2.15640, -0.43418)  -0.07
H (2.12243, -1.63040, 2.20182)  0.05
H (2.37443, -0.19940, 1.32182)  0.06
H (3.40943, -0.72640, 2.52382)  0.09
H (4.15743, -2.68140, 1.04082)  0.12
H (4.40943, -1.20740, 0.22282)  0.09
H (3.22443, -2.81240, -0.96418)  0.11
C (-2.59857, 1.32460, -2.11618)  -0.07
C (-2.04357, 1.63260, -3.51418)  -0.31
O (-1.00557, 2.53660, -3.37118)  -0.09
H (-3.26757, 0.51260, -2.08718)  0.05
H (-3.07957, 2.16660, -1.85618)  0.04
H (-1.74657, 1.02860, -1.48518)  0.07
H (-2.79357, 1.92060, -4.26218)  0.12
H (-1.62657, 0.70460, -3.88918)  0.08
H (-0.82657, 2.85360, -4.28618)  0.13
C (-0.79057, -4.18640, 1.01182)  -0.08
C (0.25443, -4.48640, -0.09818)  -0.23
O (1.52443, -4.35940, 0.56682)  -0.06
H (-0.61657, -4.70240, 1.95882)  0.09
H (-1.84057, -4.42540, 0.80482)  0.06
H (-0.82257, -3.17140, 1.07082)  -0.02
H (0.22643, -3.82040, -0.93818)  0.09
H (0.00943, -5.50540, -0.40118)  0.11
H (1.79243, -3.49440, 0.44382)  -0.02
C (-0.10657, -0.71540, 0.28782)  -0.17
O (0.89843, -0.45440, -0.62818)  -0.15
H (-0.56657, 0.12860, 0.75582)  0.05
H (0.13943, -1.37640, 1.15682)  0.09
H (-0.90357, -1.17140, -0.33618)  0.08
H (1.64643, -1.05740, -0.38418)  0.04

---

This record from OMol25 describes a cluster of 2 separate species, C4H5NO2 in total in a non-equilibrium geometry. The level of theory is the ωB97M-V functional and the def2-TZVPD basis.

net charge	0
energy relative to the best compared isomer or geometry (same formula, charge and spin)	87.09	kcal per mole
SMILES	O=C=C=CO.C=N
gap between HOMO and LUMO	8.864	eV

Last column: Löwdin charge in e.
Geometry (Å):
O (1.28943, 1.01921, 1.99210)  0.11
C (0.53133, 0.16735, 1.74597)  -0.30
C (0.03269, -0.96407, 1.46302)  -0.02
C (-0.66972, -1.76116, 0.63185)  -0.22
O (-0.80660, -1.70256, -0.65143)  0.05
H (-0.88880, -2.75900, 1.02013)  0.12
H (-0.35539, -0.91724, -1.07162)  0.09
C (0.58092, 1.34419, -1.04151)  -0.11
N (-0.62868, 0.99852, -1.01687)  0.04
H (0.98879, 2.41665, -0.89493)  0.11
H (1.31325, 0.53247, -0.98540)  0.07
H (-1.38722, 1.62565, -1.19130)  0.06